{"formula": "C70H186N27O21P9", "method": "wB97M-V/def2-TZVPD", "elements": ["C", "C", "C", "O", "C", "O", "O", "H", "H", "H", "H", "H", "H", "C", "C", "C", "O", "C", "O", "O", "H", "H", "H", "H", "H", "H", "C", "C", "C", "O", "C", "O", "O", "H", "H", "H", "H", "H", "H", "C", "C", "C", "O", "C", "O", "O", "H", "H", "H", "H", "H", "H", "O", "P", "N", "C", "C", "N", "C", "C", "N", "C", "C", "H", "H", "H", "H", "H", "H", "H", "H", "H", "H", "H", "H", "H", "H", "H", "H", "H", "H", "O", "P", "N", "C", "C", "N", "C", "C", "N", "C", "C", "H", "H", "H", "H", "H", "H", "H", "H", "H", "H", "H", "H", "H", "H", "H", "H", "H", "H", "O", "P", "N", "C", "C", "N", "C", "C", "N", "C", "C", "H", "H", "H", "H", "H", "H", "H", "H", "H", "H", "H", "H", "H", "H", "H", "H", "H", "H", "O", "P", "N", "C", "C", "N", "C", "C", "N", "C", "C", "H", "H", "H", "H", "H", "H", "H", "H", "H", "H", "H", "H", "H", "H", "H", "H", "H", "H", "O", "P", "N", "C", "C", "N", "C", "C", "N", "C", "C", "H", "H", "H", "H", "H", "H", "H", "H", "H", "H", "H", "H", "H", "H", "H", "H", "H", "H", "O", "P", "N", "C", "C", "N", "C", "C", "N", "C", "C", "H", "H", "H", "H", "H", "H", "H", "H", "H", "H", "H", "H", "H", "H", "H", "H", "H", "H", "O", "P", "N", "C", "C", "N", "C", "C", "N", "C", "C", "H", "H", "H", "H", "H", "H", "H", "H", "H", "H", "H", "H", "H", "H", "H", "H", "H", "H", "O", "P", "N", "C", "C", "N", "C", "C", "N", "C", "C", "H", "H", "H", "H", "H", "H", "H", "H", "H", "H", "H", "H", "H", "H", "H", "H", "H", "H", "O", "P", "N", "C", "C", "N", "C", "C", "N", "C", "C", "H", "H", "H", "H", "H", "H", "H", "H", "H", "H", "H", "H", "H", "H", "H", "H", "H", "H"], "positions_angstrom": [[-2.9129, -5.3732, -2.2935], [-2.0521, -6.3187, -1.5219], [-2.4182, -6.3944, 0.0090], [-1.7412, -7.6659, 0.3008], [-1.8252, -8.4856, -0.7813], [-1.6877, -9.6575, -0.7973], [-2.2275, -7.7161, -1.8781], [-2.5696, -5.3413, -3.3410], [-2.7901, -4.3702, -1.8448], [-3.9485, -5.6848, -2.4082], [-0.9644, -6.1955, -1.6051], [-3.4956, -6.4775, 0.2044], [-1.9014, -5.7068, 0.6303], [-5.1613, -0.9849, -3.2566], [-4.6877, -0.5144, -1.9311], [-4.5932, 0.9645, -1.7889], [-4.9525, 1.2199, -0.4309], [-5.7774, 0.2064, -0.0301], [-6.4517, 0.2268, 0.9718], [-5.7083, -0.7770, -0.8623], [-4.3026, -0.7959, -3.9690], [-6.0267, -0.3711, -3.5880], [-5.3254, -2.0718, -3.3008], [-3.7972, -1.0820, -1.6960], [-5.2788, 1.5102, -2.4522], [-3.5546, 1.3951, -1.8887], [-2.5508, -0.6165, 2.9120], [-2.6604, -2.1389, 2.7716], [-3.7412, -2.5670, 1.7685], [-2.9176, -3.0560, 0.6514], [-1.6638, -3.1379, 1.0303], [-0.7926, -3.5939, 0.3373], [-1.4582, -2.7385, 2.3200], [-1.9618, -0.2431, 3.7549], [-3.5936, -0.3433, 3.1147], [-2.1929, -0.2046, 1.9650], [-2.8092, -2.5947, 3.7830], [-4.4744, -1.7591, 1.4551], [-4.3826, -3.3568, 2.1300], [2.7431, 2.8048, 5.3175], [1.8371, 3.6148, 4.3603], [0.3765, 3.8354, 4.8297], [0.2517, 5.1831, 5.3267], [1.3408, 5.8291, 4.8460], [1.5107, 7.0038, 4.8879], [2.2854, 5.0202, 4.3089], [3.7286, 2.6753, 4.9121], [2.2544, 1.8291, 5.5426], [2.8978, 3.2740, 6.2844], [1.8884, 3.2736, 3.3440], [0.0689, 3.2076, 5.6529], [-0.3388, 3.6199, 4.0426], [-1.8709, -2.3982, 8.1289], [-1.7168, -0.9776, 7.7254], [-0.9739, 0.0443, 8.7562], [-1.1161, 1.4901, 8.8356], [-0.6353, -0.5424, 10.0018], [-3.0922, -0.1604, 7.3133], [-3.8440, -0.7442, 6.2007], [-4.1037, 0.2542, 8.2976], [-0.9352, -0.9478, 6.1963], [-0.2273, 0.2719, 5.8857], [-0.0547, -2.0682, 5.9101], [-0.1438, 2.0118, 8.8027], [-1.5674, 1.7325, 9.7863], [-1.7987, 1.8250, 8.0729], [-0.4647, -1.5357, 9.8269], [-1.4275, -0.3754, 10.7469], [0.3225, -0.1052, 10.3951], [-3.2118, -1.0947, 5.3628], [-4.3152, -1.6963, 6.5084], [-4.6086, -0.0532, 5.9464], [-4.8884, -0.5402, 8.3907], [-3.7353, 0.4030, 9.3738], [-4.4883, 1.2389, 7.9986], [0.7632, 0.4024, 6.2457], [-0.0702, 0.5307, 4.7933], [-0.7904, 1.1220, 6.2116], [0.8604, -2.0687, 6.5619], [0.1528, -1.8855, 4.9024], [-0.5031, -3.0011, 6.0502], [4.5561, -4.2116, 4.6039], [4.3858, -5.2473, 3.5352], [4.2432, -6.8403, 4.0779], [4.3342, -7.2104, 5.5095], [3.4886, -7.8503, 3.3364], [5.7001, -5.0689, 2.5423], [6.5884, -3.8711, 2.6370], [6.2151, -6.1137, 1.6324], [2.9990, -5.1104, 2.6474], [1.7752, -5.2215, 3.5164], [2.9492, -4.1059, 1.5586], [3.3174, -7.3829, 5.9481], [4.6840, -6.3483, 6.1048], [4.9693, -8.0776, 5.6629], [3.8672, -8.8280, 3.5995], [3.4175, -7.8003, 2.2117], [2.4356, -7.8545, 3.5625], [7.5910, -4.2733, 2.8582], [6.6624, -3.4998, 1.6187], [6.2505, -3.2461, 3.4268], [7.0091, -6.7872, 2.0583], [5.4274, -6.7932, 1.2657], [6.6153, -5.6310, 0.7280], [2.1048, -5.6859, 4.4640], [1.2490, -4.3199, 3.7363], [0.9991, -5.8471, 3.0665], [1.9258, -4.1837, 1.1289], [3.7053, -4.4130, 0.7901], [3.1347, -3.0538, 1.7926], [-0.8317, 4.1635, -3.9067], [-1.4889, 4.1763, -5.2366], [-3.1539, 4.3784, -5.3122], [-4.0028, 3.2943, -4.7358], [-3.7900, 5.6575, -5.1637], [-1.2518, 2.7474, -6.0285], [0.0904, 2.1116, -6.0191], [-2.1523, 2.1079, -7.0665], [-0.8740, 5.3626, -6.2225], [-0.0926, 6.4383, -5.6539], [-0.9604, 5.1942, -7.6351], [-4.4230, 3.5921, -3.7287], [-3.2838, 2.4601, -4.6012], [-4.8830, 3.0510, -5.3598], [-3.1706, 6.4740, -5.4957], [-4.1213, 5.8712, -4.1203], [-4.7242, 5.6109, -5.7173], [0.5796, 2.3022, -5.0902], [-0.0358, 1.0162, -6.0671], [0.6476, 2.3568, -6.9365], [-3.1308, 2.6689, -7.1224], [-1.7463, 2.0182, -8.0646], [-2.3589, 1.1059, -6.7116], [0.3818, 6.0860, -4.7148], [0.6449, 6.7393, -6.4231], [-0.6616, 7.3278, -5.5711], [0.0670, 5.0927, -8.0418], [-1.5235, 6.0134, -8.1177], [-1.5025, 4.2600, -7.8373], [3.8722, 0.3259, -2.9763], [5.0296, 1.1569, -2.5621], [6.4800, 0.5964, -3.0951], [7.7609, 1.2383, -2.7293], [6.6182, -0.1868, -4.2766], [5.3556, 1.3013, -0.9404], [5.8251, 0.1125, -0.2042], [4.3377, 1.9397, -0.1953], [4.8220, 2.6801, -3.0832], [5.7372, 3.7440, -2.8084], [3.7267, 3.0656, -4.0079], [8.0711, 1.9121, -3.5706], [8.3890, 0.3677, -2.6419], [7.7045, 1.8119, -1.8253], [6.7235, -1.2174, -4.0859], [7.4691, 0.1002, -4.9235], [5.7122, -0.0946, -4.9030], [5.0697, -0.7510, -0.2674], [6.7648, -0.2341, -0.6117], [6.0928, 0.4200, 0.8101], [3.3935, 1.3680, -0.0179], [4.7435, 2.0867, 0.8221], [4.0127, 2.8663, -0.6624], [5.1582, 4.6866, -2.5307], [6.2581, 3.4025, -1.9291], [6.4303, 4.0783, -3.6323], [2.7228, 3.2464, -3.6880], [3.5626, 2.3431, -4.7985], [3.9564, 4.0509, -4.3668], [-0.3593, -0.9136, -7.3373], [0.2337, -2.1807, -6.7253], [0.8014, -3.4334, -7.6311], [2.2316, -3.5492, -7.8487], [-0.1249, -4.0225, -8.5887], [-0.8742, -2.9559, -5.7215], [-2.1304, -2.1479, -5.3124], [-0.7985, -4.3128, -5.1940], [1.4924, -1.7172, -5.7509], [2.1922, -0.4453, -5.9296], [2.0362, -2.5499, -4.6620], [2.7662, -3.1624, -6.9520], [2.4909, -2.8015, -8.5543], [2.4956, -4.5889, -8.0797], [0.3823, -4.8318, -9.1116], [-0.6133, -3.2869, -9.2242], [-0.9042, -4.5702, -7.9749], [-2.1506, -1.2008, -5.8942], [-2.9994, -2.7399, -5.4526], [-2.0661, -1.9118, -4.2191], [-0.3792, -4.3496, -4.2181], [-1.8225, -4.8204, -5.1996], [-0.1736, -4.9158, -5.8401], [1.8388, 0.0895, -6.8413], [2.1661, 0.2671, -5.0943], [3.2519, -0.5570, -6.1771], [2.9725, -3.0869, -4.8484], [1.2715, -3.2786, -4.4274], [2.1984, -1.9694, -3.7849], [-1.7571, -0.5178, -0.1228], [-0.4681, 0.1812, -0.4268], [-0.2921, 0.6269, -2.0397], [-0.8460, -0.2283, -3.0731], [0.7629, 1.5284, -2.4605], [0.9541, -0.4954, -0.1268], [1.6548, -1.3107, -1.1340], [1.3005, -0.9286, 1.2123], [-0.5358, 1.5686, 0.4712], [-1.7294, 2.3453, 0.1615], [0.6503, 2.3813, 0.7149], [-0.0263, -0.6330, -3.6748], [-1.3722, 0.4547, -3.7416], [-1.5511, -0.9655, -2.6527], [1.4461, 1.6625, -1.6497], [0.3378, 2.5305, -2.7198], [1.4483, 1.0639, -3.2140], [1.1568, -2.2576, -1.2339], [1.8737, -0.8697, -2.1192], [2.6639, -1.5304, -0.7774], [0.6041, -0.5165, 1.9307], [1.1855, -1.9819, 1.2537], [2.3282, -0.7088, 1.4617], [-1.9867, 2.9212, 1.0202], [-1.6544, 3.0777, -0.6235], [-2.6264, 1.7417, -0.0320], [0.8767, 3.1594, -0.0553], [1.5188, 1.7215, 0.8622], [0.5547, 2.8626, 1.7074], [-0.3167, 5.3674, 2.2999], [-0.4244, 6.6785, 1.5446], [-0.5657, 7.9758, 2.5061], [-1.4055, 7.9408, 3.7211], [-0.1554, 9.3112, 2.1159], [-1.6329, 6.7542, 0.4825], [-2.6548, 7.7457, 0.3438], [-1.7261, 5.7577, -0.5186], [0.9873, 6.9393, 0.7384], [2.1711, 6.8858, 1.4855], [1.2886, 7.0856, -0.6857], [-0.8286, 8.4229, 4.5439], [-1.5581, 6.9040, 4.0706], [-2.3473, 8.5331, 3.5004], [0.6674, 9.2863, 1.3046], [0.3865, 9.7859, 2.9597], [-0.9697, 9.9959, 1.7946], [-2.8293, 8.3879, 1.2512], [-2.5211, 8.4354, -0.4788], [-3.6280, 7.2797, 0.1655], [-2.6871, 5.1728, -0.3989], [-1.6682, 6.1916, -1.5602], [-0.8813, 4.9705, -0.4560], [2.0616, 7.2230, 2.5089], [2.4880, 5.8305, 1.5861], [2.9705, 7.4967, 0.9730], [1.9026, 7.9402, -0.8870], [0.4016, 7.1848, -1.2392], [1.7707, 6.1602, -1.1032], [1.3864, -4.7762, -2.9114], [2.2652, -5.8955, -3.0521], [2.0057, -7.0307, -1.9146], [2.8130, -8.2433, -1.7588], [1.6252, -6.6039, -0.6006], [3.8607, -5.3668, -2.8013], [5.0282, -6.2033, -2.8530], [4.2412, -4.0054, -2.3885], [2.3161, -6.7414, -4.4180], [3.0740, -6.1899, -5.5019], [1.2266, -7.5780, -4.8101], [3.7825, -8.0265, -1.2844], [2.9743, -8.8362, -2.6688], [2.1921, -8.8804, -1.1572], [1.1789, -7.4587, -0.0364], [0.8722, -5.8225, -0.6229], [2.5103, -6.2587, -0.0212], [5.8718, -5.8661, -3.5174], [5.5002, -6.1882, -1.8326], [4.7234, -7.1558, -3.1830], [3.4242, -3.2281, -2.4580], [4.3887, -4.0123, -1.3594], [5.1300, -3.6941, -2.9253], [3.8963, -5.5868, -5.1217], [3.4329, -7.0552, -6.1277], [2.3185, -5.6411, -6.1560], [0.5816, -7.9451, -4.0155], [1.6191, -8.4628, -5.3553], [0.4900, -7.0065, -5.4877], [-6.0143, 4.0086, 6.8999], [-5.9539, 3.7810, 5.3919], [-6.5038, 5.0566, 4.4178], [-7.9569, 5.2287, 4.4984], [-5.8143, 6.2837, 4.6449], [-6.8398, 2.4500, 4.9403], [-7.1463, 1.4677, 5.9879], [-6.5186, 1.6766, 3.7336], [-4.3618, 3.5801, 4.8414], [-3.4170, 3.2371, 5.8758], [-4.1208, 3.6182, 3.4845], [-8.1970, 5.4834, 5.5294], [-8.3888, 4.2622, 4.1942], [-8.2244, 6.0594, 3.7745], [-6.3603, 6.8599, 5.3898], [-5.5652, 6.9615, 3.7154], [-4.8360, 6.0002, 5.1122], [-8.0858, 0.9611, 5.8161], [-6.3716, 0.6958, 5.9576], [-7.0878, 1.9948, 6.9177], [-5.5921, 1.1021, 3.9732], [-7.3926, 1.1061, 3.4637], [-6.2454, 2.3040, 2.8585], [-2.9131, 2.2262, 5.5748], [-2.5836, 3.9619, 5.9186], [-3.9496, 3.1709, 6.7975], [-5.0688, 3.7504, 2.9152], [-3.6054, 2.7166, 3.0565], [-3.4645, 4.4617, 3.2229]], "forces_ev_per_a": [[0.683, 0.274, -1.282], [-0.438, -0.695, 1.989], [1.287, -1.529, -1.687], [-0.536, -0.500, 0.028], [-1.377, 1.975, -0.583], [0.474, -0.365, -0.010], [0.282, -0.673, 0.587], [0.103, 0.228, 0.446], [-0.291, -0.412, -0.255], [-0.164, -0.029, 0.700], [-0.352, 0.837, -0.111], [0.283, 0.012, -0.089], [0.088, 0.887, 0.295], [0.325, 0.390, -1.439], [-0.885, -0.744, 0.724], [1.880, 1.651, 0.208], [-0.737, -0.038, 0.311], [-0.048, 1.524, 1.643], [0.656, 0.102, -0.693], [0.478, -1.973, -1.995], [-0.887, -0.056, 0.565], [0.349, -0.747, 0.032], [-0.272, 0.462, 0.148], [0.340, 0.231, 0.732], [0.058, -0.212, 0.072], [-1.011, -0.652, -0.275], [-0.536, -0.462, -0.163], [-0.299, 0.583, 2.168], [-0.048, 0.723, -0.667], [-1.800, 0.376, 0.601], [1.646, -0.257, 0.204], [-0.057, 0.120, 0.213], [-0.163, -0.250, -1.596], [0.119, -0.465, -0.126], [0.147, 0.548, -0.178], [-0.248, 0.137, 0.137], [-0.278, 0.348, -0.756], [1.396, -0.666, 0.039], [0.145, -0.598, 0.046], [-1.243, -0.195, -0.074], [0.096, 1.545, 1.522], [-0.556, -1.030, 0.422], [1.336, -0.608, -1.199], [0.427, 0.314, -0.272], [-0.270, 0.681, 0.316], [-0.690, -1.048, 0.341], [0.374, -0.309, -0.428], [0.510, 0.488, -0.421], [-0.331, 0.435, 0.076], [-0.044, -0.377, -0.351], [0.313, -0.385, 0.399], [-0.024, 0.572, -0.368], [0.369, 0.774, 0.357], [-0.505, -0.703, -2.159], [0.138, 0.637, 0.158], [0.140, -0.216, -0.168], [1.137, 2.183, 1.728], [-0.853, 0.024, -0.170], [0.838, -1.773, -0.101], [0.454, -0.050, 1.869], [0.394, 0.244, 1.089], [-0.811, 1.263, -1.816], [0.798, 0.968, 1.537], [-0.297, -0.253, -0.236], [-0.228, 0.175, 0.452], [0.022, 0.374, -0.398], [0.282, -2.678, 0.133], [0.185, -0.189, 0.043], [-0.778, -0.242, -0.235], [-0.225, 0.987, 0.455], [-0.224, 0.342, 0.236], [-0.494, 0.522, -0.721], [0.361, 0.850, -0.213], [0.028, -0.305, -1.590], [-0.373, -0.428, -0.013], [1.063, -0.475, 1.080], [-0.556, -0.998, 0.560], [-0.451, 0.515, 0.434], [-0.422, 0.146, -0.710], [1.057, -0.407, -1.712], [-0.995, -1.330, 0.131], [-0.360, -1.002, -0.249], [0.786, 0.735, 1.541], [-0.059, -0.029, -0.041], [-0.770, 1.425, 0.173], [-0.196, -0.113, -1.266], [0.363, -0.720, -0.740], [0.315, -2.741, -0.729], [-0.198, -0.174, 0.056], [-1.005, 0.882, -0.165], [0.816, -1.134, -0.293], [-0.280, -1.198, -0.766], [0.574, -0.278, -0.547], [0.278, -0.384, -0.499], [0.038, -0.091, -0.024], [0.223, -0.319, 0.005], [0.930, 0.447, 1.068], [-0.629, 0.105, 0.705], [-0.117, 0.375, 0.242], [-0.168, 0.873, 0.066], [-0.280, 0.779, 0.231], [-0.544, 0.831, -0.061], [0.018, 0.352, 0.340], [0.059, -0.066, 0.238], [-0.444, 0.278, -0.376], [0.236, 1.175, 0.147], [0.319, -0.287, -0.247], [0.722, 0.173, -0.002], [-0.727, 0.324, 0.508], [0.058, -0.148, 0.583], [-0.208, 0.359, -0.069], [0.211, -0.244, -0.309], [-0.502, -1.105, 0.599], [0.879, 0.420, 0.730], [-0.709, 0.162, 0.660], [-0.519, -1.346, -1.378], [-1.343, -0.716, -0.616], [-0.885, 1.184, 1.671], [-0.341, -0.346, 1.454], [1.124, -0.691, -0.977], [0.014, -0.095, -0.673], [0.615, -0.195, -0.831], [-1.033, -0.026, -0.014], [0.624, 0.004, -0.046], [0.184, 0.212, -0.293], [0.504, -0.182, -0.304], [-0.103, 0.343, -0.387], [0.592, 0.574, 0.376], [-0.218, 0.399, -0.008], [0.170, 0.303, 0.415], [1.146, -0.537, 0.037], [0.561, 0.239, -0.167], [-0.087, -0.333, -0.075], [-0.307, 0.579, -0.569], [0.255, -0.413, 0.513], [-0.814, 1.015, 0.784], [-0.530, 0.223, -0.197], [0.387, -0.181, -0.016], [0.256, 0.467, -0.153], [0.385, 0.008, -0.010], [-0.177, -1.073, -0.423], [0.805, 0.684, 0.676], [-0.841, -0.260, -1.377], [-0.975, 0.563, -1.910], [0.477, -1.042, -0.010], [-0.356, -0.675, -0.713], [-1.437, 0.587, 1.723], [-1.921, 1.368, -1.264], [-0.262, 1.707, 0.394], [0.484, -0.342, -0.273], [0.092, -0.567, 0.705], [1.101, 0.226, 0.238], [-0.027, 0.018, 0.493], [0.254, -1.468, 0.464], [-0.301, 0.241, 0.485], [0.305, -0.049, 0.180], [0.949, 1.191, 0.474], [0.109, -0.217, -0.409], [-0.574, -0.185, 0.068], [0.586, -0.190, -0.458], [-0.289, 0.543, -0.362], [0.198, 0.255, 0.156], [0.668, -1.089, -0.136], [0.738, 0.521, 0.250], [-0.544, -0.765, 0.558], [-0.701, -0.336, 1.634], [0.519, -0.042, -0.415], [0.599, 0.245, -0.795], [0.823, -2.377, 0.329], [-1.464, 1.811, 1.378], [-0.070, 0.119, 0.279], [-0.003, 0.537, 1.072], [-0.707, -1.242, 1.520], [-1.999, 1.451, -0.401], [2.752, 0.136, 0.614], [-1.530, -0.179, -1.114], [1.419, 0.735, 0.691], [0.131, 0.661, -1.656], [-1.268, -0.280, -1.062], [-0.371, -0.913, -0.436], [0.816, 0.105, -1.564], [0.142, 0.501, -0.183], [0.059, 0.321, -0.446], [0.133, -0.118, -0.280], [0.410, 0.719, -0.807], [-0.026, -0.795, 0.356], [-0.839, -0.615, -0.461], [-0.088, -0.247, -1.021], [0.132, -0.091, 1.001], [1.145, 0.799, -0.035], [0.285, -0.096, -0.198], [-0.264, -0.454, 0.755], [-0.318, -0.531, 0.147], [0.269, -0.539, 0.342], [0.071, 0.128, -0.505], [0.286, -0.099, 0.185], [0.078, 0.705, 0.612], [0.697, -0.429, -0.868], [-1.607, 0.902, -1.334], [-0.658, -0.947, 0.951], [-0.070, 1.110, -0.044], [-0.004, 0.289, -0.258], [1.946, -0.528, 0.154], [0.528, 0.131, -0.136], [-0.588, 0.211, -0.086], [0.596, 0.563, -0.552], [-0.944, -0.183, 0.610], [0.419, 0.140, 0.999], [-0.160, -0.661, 0.055], [-0.474, -0.227, -0.421], [0.623, 0.281, -0.129], [0.428, 0.268, 0.757], [0.497, -0.796, -0.343], [-0.890, 0.440, 0.089], [-0.304, -0.645, -0.311], [-0.683, 0.324, 0.566], [-0.002, 0.087, 0.376], [0.010, 0.319, 0.298], [-0.150, -1.177, 0.239], [0.380, 0.411, 0.104], [-0.148, 0.604, 0.976], [0.594, -0.005, -0.795], [0.660, -0.201, 0.093], [-0.267, -0.538, 0.471], [-0.260, 0.176, -0.470], [-0.279, 0.263, -0.636], [-0.520, 1.507, -0.642], [1.387, -2.038, 1.401], [-0.526, 0.838, 0.984], [0.359, 0.643, -0.004], [1.895, 0.525, -0.666], [-0.582, 0.317, -0.671], [-1.121, 1.237, 1.360], [0.407, -2.524, -1.569], [-0.436, 0.975, -2.046], [2.220, -0.644, 0.747], [-0.272, -1.741, 0.559], [-0.498, -0.094, -0.530], [-0.281, 0.484, -0.525], [0.731, -0.871, 0.617], [-1.614, -0.172, 1.013], [-0.530, -0.165, -0.159], [0.233, -0.514, 0.124], [0.569, -0.771, -0.671], [0.432, 0.169, -0.472], [0.066, -0.302, 0.017], [0.819, 0.563, -0.328], [-0.213, -0.437, 0.908], [-1.242, 1.469, 0.061], [-0.134, 0.332, 0.184], [0.445, 0.315, -0.138], [-0.665, -0.654, 0.664], [0.516, 0.527, 0.069], [-1.320, 0.278, -0.737], [-0.053, 0.686, 0.432], [-2.151, 2.235, 0.485], [3.350, -0.661, 1.562], [-0.380, -1.655, 0.159], [-0.119, -0.049, -0.718], [-0.297, 0.008, 1.359], [-0.087, 1.257, -0.875], [1.078, 1.000, 0.923], [-2.215, 0.425, -1.217], [0.495, -0.602, 0.189], [-1.110, -0.712, -2.053], [-1.528, -0.196, -1.669], [-0.268, -0.210, 0.076], [0.039, 0.637, -0.127], [0.133, -0.513, 0.652], [0.298, 0.538, -0.407], [0.136, 0.285, -0.054], [-0.434, -0.072, -0.135], [-0.953, 0.141, 0.108], [-0.300, -0.613, -0.670], [0.051, -1.396, -0.095], [0.736, -1.077, -0.608], [0.995, -0.070, 2.090], [0.132, 0.228, -0.098], [-0.187, 0.085, -0.392], [0.036, 0.869, 0.474], [1.306, -0.106, 0.541], [0.436, 0.124, 0.462], [-0.307, 0.491, 0.124], [1.115, -0.784, 0.564], [0.037, -0.409, -2.489], [0.810, 0.486, 1.531], [-0.513, -1.361, -0.146], [0.253, 0.169, -1.296], [2.238, 1.174, -0.272], [-0.610, -0.477, -0.202], [0.748, 0.438, -0.283], [1.231, 1.356, -0.400], [-2.693, 0.205, 3.026], [2.131, -1.519, -2.172], [1.212, 0.053, -3.085], [-0.579, 0.167, 0.013], [-0.310, 0.655, 0.193], [-0.010, -1.005, 0.925], [0.063, 0.419, 0.021], [-0.799, -1.489, 1.460], [-0.541, 0.700, -0.448], [-0.434, 0.159, -0.027], [-0.066, -0.071, 0.245], [-0.344, -0.069, 0.745], [-0.780, -0.281, -0.473], [0.073, -0.587, -0.072], [-0.521, -0.383, 0.647], [-0.796, 1.338, 0.804], [-0.316, -0.031, 0.210], [-0.015, -0.066, 0.703], [0.922, 0.050, 0.440], [-0.402, 0.318, 0.504], [0.030, 0.055, -0.166]], "lowdin_charge": [-0.0115, -0.2975, -0.0300, 0.0227, -0.5488, 0.1654, 0.0421, 0.0550, 0.0935, 0.0922, 0.1317, 0.1443, 0.0952, -0.0200, -0.2839, -0.1129, 0.0429, -0.6013, 0.1276, 0.1108, 0.0953, 0.1014, 0.0961, 0.1307, 0.1317, 0.1402, -0.0156, -0.3100, -0.0191, 0.0575, -0.6171, 0.1123, 0.0717, 0.0562, 0.0768, 0.0588, 0.1545, 0.1398, 0.1245, -0.0024, -0.2357, -0.1071, 0.0619, -0.5951, 0.1361, 0.0548, 0.0713, 0.0724, 0.0876, 0.1185, 0.1035, 0.1053, -0.2713, 0.5240, -0.3012, -0.0981, -0.1307, -0.2926, -0.1141, -0.0991, -0.2768, -0.1628, -0.1085, 0.0961, 0.0774, 0.0527, 0.0366, 0.0947, 0.1080, 0.0507, 0.0976, 0.0345, 0.0984, 0.1023, 0.0709, 0.0557, 0.0960, 0.0340, 0.1107, 0.0533, 0.0571, -0.3122, 0.4984, -0.2950, -0.1056, -0.1390, -0.3039, -0.0758, -0.1144, -0.2756, -0.0756, -0.1023, 0.0908, 0.0774, 0.0734, 0.0752, 0.0820, 0.0602, 0.0839, 0.0670, 0.0540, 0.0922, 0.0595, 0.0666, 0.0751, 0.0626, 0.0802, 0.0758, 0.0665, 0.0685, -0.3005, 0.5002, -0.3049, -0.1128, -0.1237, -0.2844, -0.0936, -0.0900, -0.3274, -0.1013, -0.1133, 0.0872, 0.0662, 0.0872, 0.0683, 0.0881, 0.0807, 0.0395, 0.0464, 0.0949, 0.0838, 0.0769, 0.0576, 0.0811, 0.0855, 0.0544, 0.0948, 0.0906, 0.0559, -0.2653, 0.4814, -0.3069, -0.0975, -0.1195, -0.3084, -0.0870, -0.1416, -0.2859, -0.1359, -0.0663, 0.0968, 0.0797, 0.0612, 0.0594, 0.0925, 0.0802, 0.1055, 0.0605, 0.0854, 0.0701, 0.0933, 0.0813, 0.1051, 0.0531, 0.1001, 0.0584, 0.0715, 0.0718, -0.3303, 0.5501, -0.3174, -0.1023, -0.0928, -0.2529, -0.0629, -0.1300, -0.2829, -0.1208, -0.0939, 0.0678, 0.0714, 0.0837, 0.0804, 0.0796, 0.0871, 0.0624, 0.0559, 0.0457, 0.0347, 0.0967, 0.0443, 0.0770, 0.0487, 0.0736, 0.0766, 0.0383, 0.0419, -0.2705, 0.5267, -0.2731, -0.1056, -0.1135, -0.2650, -0.0723, -0.0965, -0.2477, -0.1061, -0.1073, 0.0750, 0.0779, 0.0673, 0.0418, 0.0752, 0.0634, 0.0799, 0.0479, 0.0730, 0.0811, 0.0406, 0.0789, 0.0674, 0.0552, 0.0592, 0.0924, 0.0519, 0.0627, -0.2745, 0.4925, -0.3131, -0.0868, -0.1141, -0.3040, -0.1047, -0.1483, -0.3146, -0.1407, -0.0905, 0.0870, 0.0744, 0.0874, 0.1039, 0.0884, 0.0797, 0.0836, 0.0788, 0.0838, 0.1005, 0.0945, 0.0902, 0.0633, 0.0883, 0.1043, 0.0714, 0.0426, 0.0993, -0.2412, 0.4527, -0.2878, -0.0986, -0.1165, -0.2799, -0.1420, -0.0828, -0.3196, -0.0978, -0.1059, 0.0786, 0.0872, 0.0752, 0.0993, 0.0616, 0.0761, 0.0961, 0.0900, 0.0477, 0.0761, 0.0341, 0.0805, 0.0730, 0.1044, 0.0804, 0.0804, 0.0950, 0.0977, -0.3174, 0.5901, -0.3343, -0.1162, -0.1555, -0.2913, -0.0974, -0.1116, -0.3167, -0.0948, -0.1718, 0.0775, 0.0737, 0.1036, 0.0754, 0.1151, 0.0803, 0.0846, 0.0519, 0.0608, 0.0817, 0.0821, 0.0694, 0.1028, 0.0817, 0.0410, 0.0747, 0.0929, 0.0822], "lumo_ha": 0.01089, "total_energy_ha": -8909.7973, "charge": 0, "homo_ev": -8.26}